6 unconnected molecules or ions with the total composition C33H69ClN2O18P2S6 at a distorted geometry, computed with wB97M-V/def2-TZVPD.

Structure (XYZ):
```
131
Properties=species:S:1:pos:R:3:forces:R:3:mulliken_charge:R:1
C 2.92130 -0.06651 4.06944 1.75 -0.54 -0.24 -0.78
C 2.59206 -1.61474 4.30957 -1.06 0.41 0.46 -0.55
C 2.02741 -2.38382 2.97649 -0.29 -0.33 2.10 -0.41
N 1.77871 -1.45852 1.84180 1.05 0.53 -0.27 0.78
C 0.98848 -1.99922 0.72616 0.97 1.19 1.91 -1.52
P 1.07873 -3.94278 0.64365 -1.12 -3.75 -4.11 -0.18
O 0.28635 -4.80344 1.83930 2.24 0.20 1.08 -0.19
O 2.75513 -4.39312 0.47641 -1.85 0.79 1.63 -0.34
C -0.54943 -1.42323 0.61692 1.28 -1.05 -1.62 1.52
O -1.05600 -2.31802 -0.44230 0.92 1.71 0.71 0.05
N -2.06145 -3.10918 -0.05968 -1.50 -1.33 -1.93 0.06
O -2.44797 -3.72150 -1.01037 0.21 0.50 1.78 -0.47
P -1.44725 -1.51527 2.27307 -0.73 1.78 7.24 0.59
O -0.67100 -0.88130 3.46171 -1.27 -1.63 -4.23 -0.70
O -2.96621 -0.68170 2.33982 1.59 -2.86 -1.47 -0.52
O -1.83922 -3.06301 2.86251 -0.49 2.27 -2.17 -0.46
C -0.70848 0.08170 0.02519 -1.45 0.93 1.38 1.37
O -0.81113 0.96525 1.16419 0.19 -0.38 -0.30 -0.91
C -2.19913 0.08665 -0.64259 0.82 0.02 -1.31 -2.03
C -2.97890 1.47325 -0.60982 -1.99 -0.90 0.96 0.67
C -4.33784 1.29858 0.29124 0.80 1.57 -0.44 -0.93
Cl -3.67729 1.82990 -2.30847 0.86 -0.16 1.04 -0.18
C 0.43476 0.66868 -0.93429 0.26 0.86 -0.92 0.81
C 1.69825 1.34374 -0.22362 0.66 -0.01 0.96 -0.25
C 2.82758 1.96789 -1.16597 2.17 0.69 0.85 0.02
C 4.17894 2.04169 -0.24015 -0.90 1.13 -0.07 -1.18
O 3.19822 1.21158 -2.33460 -0.54 0.67 -0.41 -0.54
C -0.04086 1.68006 -2.09062 -0.02 -0.67 -1.75 -2.87
C -0.12138 3.23211 -1.89181 -0.13 1.81 -0.63 0.70
C -0.36882 3.93058 -0.50086 0.16 1.10 1.01 -1.32
O -1.20751 3.70987 -2.78860 1.55 0.45 0.08 -0.09
C -0.92117 5.04716 -3.26191 -1.66 1.58 -1.34 0.03
C -2.08779 5.49220 -4.29920 -1.84 0.53 -2.30 0.19
C -3.37970 6.23626 -3.88630 0.39 -0.68 -3.92 -0.29
C -4.40552 6.65074 -5.00060 2.78 -1.48 -1.45 -0.56
C -4.13654 6.33727 -6.51774 2.72 -1.30 2.35 -0.33
C -2.83333 5.56519 -6.94393 -1.18 1.37 4.35 -0.53
C -1.85686 5.17809 -5.79679 -2.38 1.30 0.04 -0.29
O 0.85265 -0.48799 -1.77533 0.78 -0.67 2.30 -0.79
S 1.72880 -1.62672 -0.98781 5.41 -4.10 -4.68 1.76
O 3.23768 -1.36338 -0.89378 -4.70 0.97 1.30 -0.65
O 1.65706 -2.84830 -1.90207 -1.37 3.61 2.82 -0.75
H 3.23448 0.42531 5.06391 -0.78 -0.65 -1.57 0.40
H 3.87773 -0.03107 3.41200 -1.43 0.14 0.93 0.23
H 2.12531 0.51663 3.50209 0.82 -0.95 1.12 0.02
H 1.77798 -1.64893 5.13255 1.16 -0.04 -1.49 0.25
H 3.47792 -2.20714 4.75954 -1.22 1.17 -0.98 0.35
H 1.01281 -2.80137 3.32053 1.69 0.31 -0.75 0.10
H 2.80976 -3.20373 2.77625 -1.40 0.97 -0.22 0.36
H 2.72274 -1.13015 1.57190 -0.95 -0.11 -0.48 0.44
H 0.87331 -5.42959 2.35316 -0.53 0.88 -0.18 0.16
H 2.74229 -5.31821 0.13049 -0.03 0.92 0.05 0.30
H -3.67238 -1.32761 2.07534 0.58 0.98 0.24 0.36
H -2.73368 -3.29208 2.51685 0.95 -0.26 0.23 0.35
H -0.04703 0.90231 1.77665 -0.42 -0.35 -0.48 0.50
H -2.91797 -0.66775 -0.19061 1.33 0.88 -0.33 0.60
H -2.02290 -0.27558 -1.72871 -0.47 0.70 1.74 0.58
H -2.45535 2.36232 -0.14695 -0.27 -1.10 -1.23 -0.08
H -4.04563 1.57957 1.35676 -0.54 -0.89 -1.21 0.22
H -4.81475 0.27176 0.17307 0.66 1.41 0.23 0.24
H -5.04723 2.12924 -0.07853 0.91 -1.48 0.63 0.30
H 1.39688 2.19513 0.50321 0.15 -1.34 -1.53 0.62
H 2.28222 0.64386 0.49291 -1.25 0.70 -1.35 0.03
H 2.65436 3.05248 -1.49085 -0.42 -1.55 0.66 0.37
H 3.84544 2.23551 0.84332 0.76 -0.43 -1.43 0.24
H 4.74735 2.98126 -0.57319 -0.53 -1.48 0.49 0.41
H 4.83358 1.11604 -0.34993 -1.14 1.17 0.19 0.20
H 3.48789 1.82258 -3.05470 -0.46 -0.63 1.09 0.36
H 0.74782 1.53919 -2.93613 -1.14 0.04 1.69 0.38
H -0.99665 1.33778 -2.65089 1.35 0.55 1.41 0.73
H 0.81555 3.74032 -2.35865 -1.23 -1.14 0.96 0.73
H -0.40988 3.29957 0.43923 0.01 0.33 -1.36 0.24
H 0.45031 4.72607 -0.32293 -1.34 -1.39 -0.29 -0.12
H -1.35214 4.54081 -0.52958 1.57 -1.11 -0.14 0.41
H 0.05856 5.13817 -3.86243 -1.18 -0.52 0.95 0.30
H -0.90588 5.86961 -2.46116 -0.01 -1.77 -1.06 -0.04
H -3.60915 6.49861 -2.80480 0.41 -0.46 -1.60 0.43
H -5.37197 7.22970 -4.75997 1.82 -1.09 -0.21 0.33
H -4.85772 6.64952 -7.35303 1.08 -0.44 1.65 0.29
H -2.62949 5.35260 -8.05339 -0.25 0.28 2.05 0.31
H -0.89864 4.62791 -6.09394 -1.51 0.87 0.59 0.23
C -0.14206 9.41869 -1.39842 -0.11 0.01 -0.03 -1.02
S 0.82033 8.00836 -0.81218 -0.09 0.12 0.04 0.35
O 0.04162 6.77017 -1.13285 0.40 0.90 0.48 -0.54
C 0.59706 8.34605 0.94750 -0.09 -0.04 0.07 -1.03
H -0.17081 9.38773 -2.48815 0.06 -0.09 0.08 0.33
H -1.15975 9.36457 -1.00750 0.07 -0.09 0.01 0.31
H 0.33598 10.34540 -1.07590 0.04 -0.09 0.00 0.42
H -0.46649 8.35834 1.19271 0.03 -0.03 -0.10 0.32
H 1.05121 9.30715 1.19441 0.02 -0.05 -0.07 0.41
H 1.09070 7.55673 1.51546 0.00 0.02 -0.13 0.32
C 7.15728 -4.95631 -2.95743 0.03 -0.14 -0.08 -0.99
S 5.89282 -4.60392 -1.71670 -0.23 0.12 -0.13 0.56
O 4.97201 -5.78328 -1.66819 0.21 0.13 -0.02 -0.62
C 5.06396 -3.30583 -2.65491 0.10 -0.13 -0.14 -0.22
H 7.77889 -5.77561 -2.59428 -0.08 0.06 0.05 0.34
H 6.68637 -5.24831 -3.89790 -0.06 0.02 0.08 0.29
H 7.77793 -4.07093 -3.10666 -0.07 -0.01 0.07 0.35
H 4.72253 -3.69734 -3.61512 0.06 -0.11 0.07 0.38
H 5.75403 -2.47467 -2.81183 0.04 -0.06 0.07 0.38
H 4.21348 -2.95625 -2.08293 -0.08 -0.05 0.14 -0.40
C 4.98430 -7.45293 2.45021 0.07 0.04 0.09 -1.13
S 3.23830 -7.39038 1.99973 0.17 -0.26 -0.04 0.86
O 2.45756 -7.15147 3.25579 -0.05 0.10 -0.23 -0.69
C 3.08837 -9.14269 1.59321 -0.05 -0.08 0.08 -1.17
H 5.29148 -6.45970 2.77926 -0.13 -0.03 -0.08 0.31
H 5.13459 -8.16660 3.26235 -0.14 0.02 -0.03 0.39
H 5.57461 -7.74366 1.57951 -0.12 0.06 -0.02 0.39
H 3.35678 -9.75050 2.45915 -0.03 0.11 0.02 0.37
H 3.74145 -9.37799 0.75117 -0.03 0.12 0.01 0.40
H 2.05340 -9.34506 1.31540 0.06 0.10 0.03 0.30
C -7.76003 4.68842 0.96421 -0.10 0.05 0.08 -1.03
S -6.90744 5.07059 -0.58133 0.11 0.21 0.00 0.64
O -6.38377 6.46586 -0.47087 -0.25 -0.37 0.00 -0.66
C -8.39381 5.12992 -1.60505 -0.11 0.06 -0.01 -0.97
H -7.01993 4.64065 1.76365 0.03 0.02 -0.14 0.31
H -8.48898 5.46854 1.19147 0.06 0.01 -0.07 0.38
H -8.25918 3.72160 0.87587 0.06 0.03 -0.05 0.35
H -9.08313 5.88273 -1.21815 0.10 -0.01 0.05 0.34
H -8.87223 4.14896 -1.61017 0.08 0.01 0.01 0.33
H -8.10150 5.39457 -2.62168 0.10 -0.04 0.11 0.30
C -1.10375 -8.28196 3.93798 -0.08 0.09 0.03 -0.91
S -0.19458 -9.73157 4.51435 -0.12 -0.16 -0.08 0.62
O -1.00653 -10.93780 4.16790 0.12 0.39 0.16 -0.68
C -0.42764 -9.41014 6.27614 -0.08 0.03 0.10 -0.97
H -1.12068 -8.29631 2.84772 0.07 -0.08 0.08 0.29
H -2.12726 -8.30841 4.31671 0.06 -0.11 0.01 0.44
H -0.59948 -7.37601 4.27940 0.06 -0.08 -0.03 0.25
H -1.49313 -9.36683 6.50944 0.03 -0.03 -0.10 0.31
H 0.05419 -8.46741 6.54131 0.02 -0.04 -0.08 0.33
H 0.03367 -10.22246 6.83862 0.00 0.02 -0.14 0.31
```
Forces are in eV/Å.

* HOMO-LUMO gap: 7.059 eV
* strongest force on any atom: 8.24 eV Å⁻¹
* highest occupied orbital energy: -7.40 eV
* charge: 0
* total energy: -6294.0622 Ha
* LUMO: -0.3 eV